[1]
Computed, not measured: a structure of composition C20H29Cl3N3O11P2Tc, with the ωB97M-V functional and the def2-TZVPD basis.

Geometry as XYZ:
```
69
Properties=species:S:1:pos:R:3:forces:R:3
Tc 0.5280 0.2716 -0.8181 0.11 -0.05 0.51
N -1.7978 -3.7058 -2.9270 -0.17 0.27 0.09
C -0.8786 -3.0552 -1.9152 0.22 0.56 0.24
C -0.6306 -4.0020 -0.7558 -0.06 -0.05 0.13
P -1.9474 -1.5960 -1.4427 -0.50 -0.13 -0.56
O -2.0331 -0.8378 -2.8596 -0.12 -0.09 0.05
O -3.2669 -2.1917 -1.1696 0.02 -0.08 0.09
O -1.2586 -0.7191 -0.4079 0.82 0.25 -0.14
P 0.7276 -2.4673 -2.6369 0.01 -0.42 -0.45
O 0.3839 -2.6896 -4.2067 0.27 0.14 0.17
O 1.9105 -3.2072 -2.2025 -0.11 -0.12 0.12
O 0.7068 -0.9353 -2.4367 -0.02 0.19 0.26
H -2.7553 -3.5132 -2.5503 0.11 -0.27 -0.10
H -1.6334 -4.7035 -3.0464 0.07 -0.04 0.05
H -1.6992 -3.2360 -3.8298 -0.02 -0.08 -0.06
H -1.5570 -4.2238 -0.2234 -0.01 0.01 -0.03
H 0.0690 -3.5392 -0.0604 -0.02 0.01 0.01
H -0.1691 -4.9277 -1.1049 0.04 0.02 0.01
H -1.2257 -0.3710 -3.1236 -0.04 0.02 0.08
H 1.2005 -2.8951 -4.6901 -0.21 -0.01 -0.02
Cl -2.9403 6.3797 1.2252 -0.03 0.15 0.01
C -1.9958 4.9552 1.0176 0.06 -0.17 -0.05
C -1.3598 4.3771 2.1278 -0.07 0.03 -0.14
C -0.6276 3.2266 1.9915 0.20 -0.31 -0.10
C -0.4906 2.5934 0.7424 -0.36 0.63 -0.13
O 0.2528 1.5154 0.6668 0.25 -0.33 -0.17
C -1.1479 3.1774 -0.3768 0.29 -0.46 0.34
C -1.0980 2.5880 -1.6634 -0.08 0.31 0.19
O -0.5590 1.5010 -1.9796 -0.02 -0.12 -0.22
C -1.8824 4.3685 -0.2119 -0.12 0.13 -0.09
H -1.4571 4.8487 3.0963 -0.01 0.00 0.01
H -0.1462 2.7630 2.8417 0.00 0.04 0.03
H -1.6080 3.1239 -2.4675 0.05 -0.09 -0.06
H -2.3612 4.8175 -1.0731 -0.04 -0.02 0.01
O 1.5141 3.2738 -1.8911 0.10 -0.04 -0.03
C 2.3412 2.4012 -2.0354 -0.08 0.24 0.15
C 3.6172 2.5204 -2.8437 0.03 -0.06 0.00
C 4.2441 1.1337 -2.7713 0.00 0.11 -0.02
C 3.4332 0.4100 -1.7173 0.19 -0.04 0.10
O 3.7467 -0.6158 -1.1660 -0.08 0.06 -0.10
N 2.2692 1.1459 -1.4376 -0.16 -0.15 -0.02
H 4.2420 3.2911 -2.3914 -0.03 0.01 0.02
H 3.3733 2.8566 -3.8497 -0.03 0.00 0.00
H 5.2984 1.1268 -2.5058 0.00 -0.05 0.01
H 4.1322 0.5805 -3.7054 0.02 -0.02 0.02
O 1.4837 -0.9704 0.4407 -0.60 -0.08 -0.30
C 2.4547 -0.8362 1.2434 0.48 0.28 0.26
C 3.1072 -2.0609 1.7986 -0.09 -0.02 0.03
C 3.1717 -2.0856 3.3342 0.17 -0.02 -0.02
C 4.3120 -1.2710 3.9422 -0.20 0.10 0.04
C 4.1322 0.2353 3.7811 0.06 -0.14 -0.13
C 4.1168 0.6595 2.3148 0.18 -0.16 0.35
N 2.8676 0.3560 1.6237 -0.31 0.00 -0.29
H 4.1117 -2.1218 1.3677 -0.01 -0.02 -0.06
H 2.5407 -2.9141 1.4319 0.04 0.03 -0.11
H 3.2971 -3.1259 3.6359 -0.06 -0.01 -0.02
H 2.2162 -1.7449 3.7394 -0.03 -0.06 0.03
H 5.2591 -1.5696 3.4825 0.02 -0.04 0.03
H 4.3835 -1.5094 5.0045 0.03 -0.01 -0.01
H 4.9563 0.7528 4.2751 -0.02 0.03 -0.01
H 3.2038 0.5566 4.2602 0.02 0.05 0.02
H 4.9345 0.1646 1.7834 0.01 0.10 -0.05
H 4.2677 1.7343 2.2369 -0.06 -0.01 -0.10
H 2.3240 1.1367 1.2805 -0.03 0.03 -0.05
Cl -0.5271 -1.5289 4.7297 0.07 -0.05 0.09
C -2.0559 -1.0134 4.0118 -0.03 0.14 -0.20
Cl -1.7831 -0.0645 2.5339 -0.10 -0.16 0.28
H -2.5860 -0.4004 4.7302 0.03 0.02 -0.01
H -2.6260 -1.8957 3.7483 0.01 0.00 -0.02
```
Forces are in eV/Å.

Results
Charge   +1
Energy   -3915.68138 hartree
Frontier orbital gap (spin up / spin down)   7.794 / 6.831 eV
Spin multiplicity   4
<S²>   3.77

***

[2]
Computed, not measured: a cluster of 5 separate species, C20H29FN8O5S in total, with the ωB97M-V functional and the def2-TZVPD basis.

Geometry as XYZ:
```
64
Properties=species:S:1:pos:R:3:forces:R:3
C 1.3339 -0.1153 3.4316 -0.65 0.66 0.21
C 0.3218 0.6065 2.3893 0.64 -0.50 0.28
F 0.2856 2.0071 2.7082 -0.08 -1.94 -0.37
C 0.7971 0.3756 0.8819 0.26 -0.65 0.46
C 1.6740 1.4784 0.1264 0.12 -1.15 1.11
C 3.0859 1.7636 0.8689 0.79 -0.32 -1.61
O 2.9622 2.9636 1.7139 0.07 -2.44 -0.64
N 3.3053 4.0390 0.9358 -1.78 1.79 0.82
O 2.6396 4.9608 1.2966 1.50 -0.49 -0.79
C 1.7670 0.6838 -1.2909 1.15 1.27 0.07
O 2.6821 0.9018 -2.0988 -3.37 -1.53 1.97
O 0.6885 -0.2614 -1.3914 2.45 0.80 0.26
C -0.2236 -0.1124 -0.2336 -1.32 2.12 -0.64
C -1.2172 1.0466 -0.8172 -0.11 0.72 -0.23
N -1.4675 2.1442 0.1754 -1.21 -0.32 -0.87
C -1.2003 -1.3451 0.0286 0.92 -0.49 -0.94
C -0.6560 -2.4700 1.0219 0.76 0.67 -0.92
S -1.9221 -3.2423 2.1335 -1.43 0.11 0.30
C -3.3177 -2.1052 2.4556 -0.05 5.04 0.45
N -3.1331 -0.7083 2.6891 -0.01 -4.17 -0.61
N -4.3288 -0.0621 2.8632 -2.79 -5.99 -1.06
C -5.2686 -1.1230 2.7290 1.56 2.26 0.40
O -4.7105 -2.3898 2.4859 1.83 2.89 0.17
H 2.3773 0.3535 3.3989 -1.52 -0.66 0.05
H 0.8837 0.0109 4.4850 0.83 -0.09 -1.61
H 1.4051 -1.2376 3.2432 -0.10 1.50 0.07
H -0.6968 0.1273 2.5667 1.05 1.04 -0.32
H 1.4883 -0.5461 0.9895 -0.80 1.35 -0.34
H 1.2033 2.5159 0.1191 0.06 -1.63 -0.50
H 3.4793 0.8675 1.4453 -0.75 1.33 -0.36
H 3.8987 2.0222 0.0917 -1.36 -0.49 0.97
H -2.2236 0.6284 -1.1645 1.50 0.05 0.33
H -0.7606 1.5465 -1.7506 -0.42 -1.01 1.50
H -1.7147 2.9731 -0.3965 0.27 -0.55 0.66
H -2.3593 1.9095 0.6566 0.95 0.30 -0.10
H -1.3485 -1.8602 -0.9932 0.12 0.86 1.55
H -2.2151 -0.9141 0.3041 1.50 -0.66 0.07
H -0.2260 -3.3123 0.3612 -1.01 0.98 1.24
H 0.2154 -2.1443 1.6884 -1.48 -0.18 -0.91
H -6.4074 -1.0030 2.7827 2.13 -0.60 -0.10
C -9.1428 1.5880 2.2529 0.26 -0.81 -0.16
C -8.6687 0.1910 1.9992 0.62 -1.98 -0.39
N -8.2960 -0.9069 1.7998 -1.18 3.17 0.57
H -10.1605 1.5684 2.6451 0.10 -0.08 -0.04
H -8.4898 2.0745 2.9789 -0.01 -0.11 -0.07
H -9.1296 2.1582 1.3230 0.03 -0.12 0.06
C 5.9057 0.1107 -3.2366 0.70 -0.54 0.15
C 7.1051 -0.7080 -2.8712 1.72 -1.16 0.51
N 8.0472 -1.3515 -2.5842 -2.65 1.80 -0.82
H 5.2108 -0.4905 -3.8248 0.07 -0.02 0.12
H 5.4010 0.4547 -2.3330 0.05 -0.02 -0.11
H 6.2127 0.9774 -3.8240 0.00 -0.15 0.20
C -3.5424 -6.4596 -0.2271 0.33 0.75 -0.33
C -2.9661 -5.2037 -0.8022 0.80 1.77 -0.81
N -2.5135 -4.2171 -1.2524 -1.23 -2.77 1.23
H -2.7507 -7.1939 -0.0727 -0.03 0.12 -0.04
H -4.0201 -6.2435 0.7297 0.08 0.07 -0.10
H -4.2847 -6.8737 -0.9109 0.09 0.09 0.02
C 7.6058 3.2680 -6.2846 -0.19 -0.01 0.86
C 7.2877 3.2408 -4.8219 -0.42 0.03 2.09
N 7.0383 3.2194 -3.6727 0.72 0.11 -3.29
H 8.6469 3.5580 -6.4321 -0.10 -0.03 0.08
H 7.4465 2.2791 -6.7171 0.00 0.07 0.10
H 6.9601 3.9868 -6.7910 0.03 -0.06 0.11
```
Forces are in eV/Å.

Results
Charge   0
Energy   -2091.48220 hartree
Frontier orbital gap   9.247 eV

***

Question: Look up the charge of the second one.
Answer: 0

***

Question: Among the records above, which one has the highest energy?
Answer: C20H29FN8O5S